[1]
DFT (ωB97M-V with the def2-TZVPD basis set) results for C2H6NOPS in the gas phase at a distorted geometry.

For the molecular weight, the calculation gives 123.12 g mol⁻¹. The gap between HOMO and LUMO (spin up / spin down) comes out at 7.131 / 7.555 eV. The energy comes out at -949.19529 hartree. As for the HOMO energy (spin up / spin down): -8.9124 / -9.1739 eV. Its energy above the lowest of the compared OMol25 structures with the same formula, charge and spin is 73.1 kcal/mol. The largest force on an atom is 0.0812 hartree/bohr.

```
12
C2H6NOPS (ωB97M-V with the def2-TZVPD basis set)
C -1.102 0.187 0.783
C 1.046 -0.534 -0.572
N -1.162 -2.503 -0.111
O -1.550 -0.400 -1.844
P -0.771 -1.077 -0.454
S -1.354 0.976 -2.622
H -2.058 0.571 0.684
H -0.252 0.825 0.552
H -0.948 -0.325 1.715
H 1.316 -0.420 0.466
H 1.014 0.420 -1.062
H 1.820 -1.259 -1.071
```

[2]
DFT (ωB97M-V with the def2-TZVPD basis set) results for a molecular structure, C2H6NOPS at a distorted geometry.

For the molecular weight, the calculation gives 123.12 g mol⁻¹. The gap between HOMO and LUMO (spin up / spin down) comes out at 7.272 / 6.773 eV. The energy comes out at -949.15677 hartree. As for the HOMO energy (spin up / spin down): -8.5581 / -7.7890 eV. Its energy above the lowest of the compared OMol25 structures with the same formula, charge and spin is 97.2 kcal/mol. The largest force on an atom is 0.0724 hartree/bohr.

```
12
C2H6NOPS (ωB97M-V with the def2-TZVPD basis set)
C -0.244 1.350 0.555
C 0.836 -1.223 0.197
N 1.978 1.186 -1.056
O 3.207 -0.311 0.987
P 1.301 0.502 0.144
S 4.001 0.201 -0.164
H -0.770 1.755 -0.202
H 0.056 2.190 1.096
H -0.855 0.565 1.065
H -0.241 -1.172 0.394
H 1.305 -1.660 1.038
H 1.002 -1.829 -0.675
```

[3]
DFT (ωB97M-V with the def2-TZVPD basis set) results for 2 unconnected molecules or ions with the total composition C2H6NOPS at a distorted geometry.

For the molecular weight, the calculation gives 123.12 g mol⁻¹. The gap between HOMO and LUMO (spin up / spin down) comes out at 7.736 / 7.734 eV. The energy comes out at -949.14759 hartree. As for the HOMO energy (spin up / spin down): -8.2521 / -8.2499 eV. Its energy above the lowest of the compared OMol25 structures with the same formula, charge and spin is 103.0 kcal/mol. The largest force on an atom is 0.1160 hartree/bohr.

```
12
C2H6NOPS (ωB97M-V with the def2-TZVPD basis set)
C 0.901 1.002 -0.331
C -2.048 -0.147 0.226
N 2.234 1.250 -0.525
O 3.018 0.730 0.250
P 0.491 -0.420 0.876
S 0.774 -2.114 -0.324
H 0.355 0.879 -1.230
H 0.416 1.959 0.250
H -2.005 0.758 -0.506
H -1.722 -0.972 -0.319
H -2.801 -0.045 0.921
H 0.388 -2.879 0.712
```

> The highest largest force on an atom belongs to which entry?

number 3